# 1
{
  "formula": "C5H11O4Pd",
  "method": "the ωB97M-V functional and the def2-TZVPD basis",
  "species": ["O", "Pd", "O", "C", "C", "O", "C", "C", "O", "C", "H", "H", "H", "H", "H", "H", "H", "H", "H", "H", "H"],
  "xyz": [[1.9697, 0.1687, 0.2117], [0.8011, -0.9278, 0.5783], [0.5479, -0.8340, 2.5651], [0.1148, 0.4355, 2.9203], [-0.4306, 1.2240, 1.7465], [-0.6425, 0.3617, 0.6851], [-1.5914, 0.2381, -0.3449], [-0.7685, -0.0869, -1.5685], [0.2404, -1.0511, -1.2886], [1.1357, -1.2554, -2.3778], [0.9881, 1.0142, 3.3077], [-0.6573, 0.4446, 3.7165], [1.5457, 1.3060, 0.7321], [-1.3270, 1.8392, 1.8901], [-2.1406, 1.1775, -0.4979], [-2.3005, -0.5504, -0.0600], [-0.2255, 0.8367, -1.8336], [-1.4017, -0.4461, -2.3915], [1.9668, -1.8958, -2.0667], [0.5881, -1.6929, -3.2242], [1.5873, -0.3057, -2.6999]],
  "lowdin_charge": [-0.554, 1.069, -0.371, -0.377, -0.083, -0.330, -0.135, -0.167, -0.373, -0.071, 0.111, 0.113, 0.188, 0.111, 0.144, 0.143, 0.144, 0.142, 0.100, 0.098, 0.099],
  "e_above_lowest_kcal_mol": 98.8,
  "spin_multiplicity": 4,
  "orbital_gap_ev": [6.557, 7.352]
}

---

# 2
{
  "formula": "C52H110F12N6O8",
  "method": "the ωB97M-V functional and the def2-TZVPD basis",
  "species": ["C", "C", "N", "C", "C", "C", "C", "H", "H", "H", "H", "H", "H", "H", "H", "H", "H", "H", "H", "H", "H", "H", "C", "C", "N", "C", "C", "C", "C", "H", "H", "H", "H", "H", "H", "H", "H", "H", "H", "H", "H", "H", "H", "H", "C", "C", "N", "C", "C", "C", "C", "H", "H", "H", "H", "H", "H", "H", "H", "H", "H", "H", "H", "H", "H", "H", "C", "C", "N", "C", "C", "C", "C", "H", "H", "H", "H", "H", "H", "H", "H", "H", "H", "H", "H", "H", "H", "H", "C", "C", "N", "C", "C", "C", "C", "H", "H", "H", "H", "H", "H", "H", "H", "H", "H", "H", "H", "H", "H", "H", "C", "C", "N", "C", "C", "C", "C", "H", "H", "H", "H", "H", "H", "H", "H", "H", "H", "H", "H", "H", "H", "H", "C", "C", "O", "C", "O", "C", "F", "F", "F", "H", "H", "H", "H", "H", "C", "C", "O", "C", "O", "C", "F", "F", "F", "H", "H", "H", "H", "H", "C", "C", "O", "C", "O", "C", "F", "F", "F", "H", "H", "H", "H", "H", "C", "C", "O", "C", "O", "C", "F", "F", "F", "H", "H", "H", "H", "H"],
  "xyz": [[-12.8608, -6.7186, 4.6061], [-12.5448, -8.2479, 4.7776], [-13.5819, -9.0701, 4.1342], [-13.2224, -10.4899, 4.5712], [-13.8036, -10.7227, 5.9641], [-13.4547, -8.8700, 2.6955], [-14.5119, -9.6811, 1.9073], [-12.3068, -6.1924, 5.3834], [-13.8959, -6.4936, 4.8628], [-12.6216, -6.2176, 3.6680], [-11.5755, -8.5573, 4.3868], [-12.5594, -8.4103, 5.8553], [-13.5634, -11.1963, 3.8144], [-12.1448, -10.6136, 4.6792], [-14.7420, -10.1744, 6.0465], [-14.0520, -11.7563, 6.2050], [-13.0940, -10.5103, 6.7638], [-12.4694, -9.0350, 2.2597], [-13.5965, -7.8327, 2.3920], [-14.5297, -9.5268, 0.8284], [-15.4782, -9.4238, 2.3413], [-14.4035, -10.7522, 2.0779], [-12.1803, -2.5749, -6.2017], [-13.4584, -1.8646, -6.0679], [-13.2208, -0.4313, -5.9220], [-13.7981, 0.1211, -4.6292], [-12.9528, -0.5228, -3.4625], [-13.6855, 0.3684, -7.0680], [-13.0354, -0.0017, -8.3337], [-11.5812, -2.2761, -7.0619], [-12.3031, -3.6569, -6.2501], [-11.5461, -2.3996, -5.3328], [-14.0537, -1.9767, -6.9741], [-14.0369, -2.1933, -5.2044], [-13.8495, 1.2086, -4.6811], [-14.8379, -0.1726, -4.4858], [-11.9461, -0.4238, -3.8686], [-13.1957, 0.0346, -2.5579], [-13.2567, -1.5486, -3.2541], [-13.4616, 1.4102, -6.8386], [-14.7669, 0.3170, -7.1940], [-13.0281, 0.8258, -9.0431], [-13.4389, -0.9154, -8.7701], [-12.0294, -0.3939, -8.1844], [-17.3100, -1.9594, -1.8590], [-17.0917, -0.5784, -1.3093], [-16.9245, -0.5711, 0.1614], [-16.9348, 0.7079, 0.9064], [-18.3159, 1.3940, 0.6333], [-15.7970, -1.3678, 0.6784], [-14.3390, -0.6888, 0.4490], [-17.4891, -1.8649, -2.9301], [-18.1864, -2.3826, -1.3681], [-16.5219, -2.6916, -1.6833], [-16.3020, -0.0392, -1.8325], [-17.8750, 0.0834, -1.6790], [-16.6088, 0.6354, 1.9440], [-16.2763, 1.3513, 0.3229], [-18.4978, 1.4951, -0.4366], [-19.0182, 0.6703, 1.0471], [-18.3756, 2.3438, 1.1647], [-15.7746, -2.3682, 0.2463], [-15.9496, -1.7020, 1.7045], [-13.5453, -1.4003, 0.6769], [-14.2966, 0.0707, 1.2297], [-14.0238, -0.3153, -0.5253], [-20.6953, -5.3919, -0.0452], [-22.0063, -5.3014, -0.8610], [-21.8264, -5.5776, -2.3113], [-21.4769, -6.9896, -2.6198], [-22.6361, -7.9718, -2.1849], [-20.8000, -4.6616, -2.9015], [-21.0375, -4.4433, -4.3640], [-20.2073, -6.3617, 0.0516], [-20.8737, -5.1198, 0.9951], [-19.9352, -4.7197, -0.4433], [-22.7313, -6.0236, -0.4856], [-22.4537, -4.3269, -0.6655], [-20.5741, -7.2554, -2.0699], [-21.2978, -7.1872, -3.6767], [-23.5666, -7.7650, -2.7136], [-22.8088, -8.0005, -1.1091], [-22.3560, -9.0136, -2.3406], [-20.7549, -3.6636, -2.4655], [-19.8014, -5.0223, -2.6550], [-22.0738, -4.2244, -4.6215], [-20.4290, -3.6400, -4.7792], [-20.7408, -5.3830, -4.8299], [-12.8827, -14.8018, 0.2730], [-13.4840, -13.8608, -0.7458], [-14.5340, -13.0201, -0.2122], [-14.8329, -11.8915, -1.2066], [-15.6718, -12.4163, -2.4856], [-15.7354, -13.6960, 0.3030], [-16.6451, -12.7599, 1.1527], [-11.8515, -15.0716, 0.0452], [-13.5325, -15.6661, 0.4102], [-12.7687, -14.3042, 1.2361], [-12.6928, -13.3307, -1.2761], [-13.9462, -14.5318, -1.4698], [-15.3260, -11.1414, -0.5883], [-13.8326, -11.5280, -1.4420], [-15.4829, -11.8576, -3.4022], [-15.5547, -13.4398, -2.8416], [-16.7349, -12.2957, -2.2772], [-15.3461, -14.5278, 0.8900], [-16.3208, -14.0822, -0.5314], [-17.2122, -11.9326, 0.7258], [-16.0250, -12.1610, 1.8198], [-17.1697, -13.3761, 1.8828], [-16.4785, -5.7298, -0.0974], [-15.5663, -6.8070, -0.6588], [-15.4062, -6.8879, -2.0776], [-16.6237, -7.2526, -2.7980], [-17.1049, -8.7116, -2.5272], [-14.8542, -5.6456, -2.6660], [-13.5135, -5.1322, -2.2581], [-17.4969, -5.9249, -0.4335], [-16.2773, -4.7558, -0.5436], [-16.4139, -5.8363, 0.9855], [-14.5908, -6.6249, -0.2079], [-15.9100, -7.7462, -0.2256], [-17.4809, -6.6337, -2.5328], [-16.3606, -7.1781, -3.8531], [-16.3963, -9.4743, -2.8501], [-17.2628, -9.0095, -1.4906], [-18.0816, -8.8460, -2.9919], [-15.4818, -4.7580, -2.5866], [-14.7170, -5.7544, -3.7419], [-12.8513, -5.9022, -1.8621], [-13.5379, -4.7299, -1.2454], [-13.0722, -4.4832, -3.0146], [-19.6651, -10.8939, -4.2155], [-20.7120, -11.9566, -4.3506], [-20.2579, -13.0849, -5.0663], [-20.6523, -13.3314, -6.3307], [-21.3742, -12.6049, -6.9738], [-20.0364, -14.6247, -6.9573], [-19.0723, -15.1638, -6.1105], [-21.0824, -15.4633, -7.0601], [-19.4746, -14.3703, -8.1374], [-19.0237, -11.2236, -3.3982], [-20.0886, -9.9291, -3.9366], [-19.0880, -10.8286, -5.1379], [-21.6207, -11.5371, -4.7823], [-20.9601, -12.1638, -3.3097], [-15.6865, -4.5371, 4.0240], [-16.6503, -3.6832, 4.7594], [-17.5973, -3.1642, 3.8335], [-18.5124, -2.2469, 4.1724], [-18.7010, -1.8363, 5.3103], [-19.4496, -1.9902, 3.0036], [-18.9426, -2.3830, 1.8570], [-20.6067, -2.6563, 3.3583], [-19.7419, -0.7563, 2.7341], [-14.8217, -3.9261, 3.7655], [-16.1428, -5.2721, 3.3609], [-15.2863, -5.0554, 4.8954], [-16.1688, -2.9288, 5.3815], [-17.2311, -4.2268, 5.5045], [-6.0358, -3.7436, -2.5935], [-6.0590, -4.6959, -3.8400], [-7.2572, -5.5382, -3.7914], [-8.4189, -5.0082, -4.2437], [-8.6434, -3.9084, -4.8126], [-9.5877, -6.0115, -3.9359], [-9.1028, -7.0679, -3.2332], [-10.5879, -5.3020, -3.3017], [-10.0368, -6.5220, -5.0578], [-6.7556, -2.9415, -2.7564], [-5.0951, -3.1930, -2.5840], [-6.2087, -4.1967, -1.6173], [-5.1336, -5.2713, -3.8667], [-6.0398, -4.0501, -4.7178], [-17.3752, -5.8768, -6.3391], [-16.7642, -4.4982, -6.5479], [-17.8573, -3.5884, -6.6455], [-17.6721, -2.2543, -6.6852], [-16.5875, -1.6879, -6.8010], [-18.9963, -1.4260, -6.5201], [-18.9041, -0.4858, -7.3892], [-20.0363, -2.1382, -6.6967], [-19.0097, -0.8257, -5.3191], [-17.8125, -6.1735, -7.2925], [-18.2193, -5.7152, -5.6687], [-16.5843, -6.5604, -6.0304], [-16.2563, -4.5572, -7.5105], [-16.0208, -4.1738, -5.8197]],
  "lowdin_charge": [-0.084, -0.246, -0.166, -0.219, -0.097, -0.272, -0.085, 0.066, 0.042, 0.061, 0.111, 0.106, 0.097, 0.105, 0.077, 0.067, 0.065, 0.116, 0.090, 0.053, 0.079, 0.036, -0.086, -0.295, -0.168, -0.214, -0.072, -0.283, -0.098, 0.075, 0.075, 0.069, 0.096, 0.096, 0.105, 0.085, 0.079, 0.037, 0.052, 0.112, 0.107, 0.084, 0.074, 0.072, -0.041, -0.170, 0.037, -0.151, -0.027, -0.146, 0.003, 0.089, 0.088, 0.053, 0.145, 0.124, 0.141, 0.142, 0.072, 0.063, 0.095, 0.097, 0.122, 0.087, 0.072, 0.057, -0.092, -0.218, -0.162, -0.224, -0.070, -0.284, -0.083, 0.063, 0.065, 0.040, 0.094, 0.112, 0.090, 0.102, 0.078, 0.057, 0.054, 0.105, 0.090, 0.089, 0.051, 0.060, -0.099, -0.292, -0.205, -0.168, -0.072, -0.225, -0.073, 0.072, 0.068, 0.073, 0.116, 0.103, 0.069, 0.098, 0.053, 0.061, 0.046, 0.104, 0.100, 0.065, 0.040, 0.070, -0.060, -0.267, -0.147, -0.225, -0.058, -0.270, -0.102, 0.056, 0.042, 0.069, 0.107, 0.100, 0.094, 0.093, 0.064, 0.063, 0.047, 0.088, 0.108, 0.078, 0.059, 0.072, -0.066, -0.234, 0.031, -0.346, 0.154, -0.483, 0.115, 0.166, 0.182, 0.068, 0.067, 0.093, 0.123, 0.127, -0.058, -0.226, 0.010, -0.356, 0.164, -0.565, 0.166, 0.151, 0.193, 0.089, 0.089, 0.067, 0.137, 0.138, -0.058, -0.154, 0.013, -0.309, 0.103, -0.501, 0.144, 0.119, 0.189, 0.068, 0.075, 0.077, 0.120, 0.117, -0.046, -0.208, 0.014, -0.312, 0.128, -0.658, 0.223, 0.236, 0.151, 0.087, 0.071, 0.076, 0.130, 0.116],
  "spin_multiplicity": 2,
  "orbital_gap_ev": [7.173, 2.629],
  "charge": 1
}

---

# 3
{
  "formula": "C15H19N3O3",
  "method": "the ωB97M-V functional and the def2-TZVPD basis",
  "species": ["C", "H", "H", "H", "C", "N", "C", "O", "C", "O", "N", "C", "C", "H", "H", "H", "H", "C", "H", "H", "C", "O", "N", "C", "C", "C", "C", "C", "C", "H", "C", "H", "H", "H", "H", "H", "H", "H", "H", "H"],
  "xyz": [[-3.8618, -2.1438, -1.7680], [-4.6847, -2.7670, -2.1062], [-3.1130, -2.7800, -1.3031], [-3.4184, -1.6557, -2.6332], [-4.3735, -1.1188, -0.7614], [-3.3052, -0.2912, -0.2388], [-2.8660, -0.4665, 1.0290], [-3.3738, -1.2313, 1.8203], [-1.6552, 0.3812, 1.4167], [-0.8316, -0.0149, 2.2254], [-1.5783, 1.6005, 0.8444], [-2.4023, 1.9457, -0.2933], [-2.6725, 0.6815, -1.1000], [-3.3419, 0.9007, -1.9339], [-1.7266, 0.2939, -1.5026], [-1.8654, 2.6747, -0.9035], [-3.3488, 2.3891, 0.0441], [-0.5348, 2.5227, 1.2536], [-0.3396, 2.3685, 2.3176], [-0.8759, 3.5445, 1.0819], [0.7462, 2.2690, 0.4365], [1.0770, 3.0034, -0.4704], [1.3702, 1.1422, 0.8374], [2.5263, 0.5448, 0.3201], [3.3070, 1.1310, -0.6689], [4.4387, 0.4706, -1.1146], [4.7968, -0.7567, -0.5893], [4.0217, -1.3528, 0.4009], [2.8896, -0.6927, 0.8475], [2.2716, -1.1384, 1.6150], [4.4189, -2.6768, 0.9795], [5.3010, -2.5598, 1.6091], [3.6186, -3.0941, 1.5849], [4.6669, -3.3818, 0.1882], [5.6830, -1.2608, -0.9462], [5.0470, 0.9245, -1.8830], [3.0288, 2.0868, -1.0792], [0.9053, 0.6077, 1.5714], [-4.8183, -1.6273, 0.0964], [-5.1268, -0.4728, -1.2243]],
  "lowdin_charge": [-0.067, 0.074, 0.082, 0.068, -0.197, -0.064, -0.357, 0.103, -0.340, 0.078, -0.036, -0.108, -0.120, 0.132, 0.140, 0.134, 0.138, -0.039, 0.136, 0.136, -0.442, 0.069, 0.143, -0.207, -0.018, -0.076, -0.062, -0.281, 0.016, 0.120, -0.051, 0.084, 0.074, 0.079, 0.109, 0.103, 0.097, 0.111, 0.118, 0.123],
  "e_above_lowest_kcal_mol": 0.0,
  "spin_multiplicity": 1,
  "orbital_gap_ev": 9.005,
  "smiles": "CCN1CCN(CC(=O)Nc2cccc(C)c2)C(=O)C1=O"
}

---

# 4
{
  "formula": "C6H16F2NOPSi",
  "method": "the ωB97M-V functional and the def2-TZVPD basis",
  "species": ["C", "C", "C", "C", "C", "C", "N", "O", "F", "F", "Si", "P", "H", "H", "H", "H", "H", "H", "H", "H", "H", "H", "H", "H", "H", "H", "H", "H"],
  "xyz": [[2.6478, -3.5016, -2.8454], [0.2319, 2.8747, 2.4960], [-1.7762, 2.6710, 0.0511], [-2.8355, 1.9740, 2.7138], [2.1540, -2.3450, -1.9769], [0.5421, -2.1304, -2.3514], [-0.8550, 0.0769, 1.5094], [0.1593, -0.8359, -2.0241], [-0.5817, -2.2607, 0.8568], [1.4272, -0.8586, 0.9360], [-1.2830, 1.8441, 1.6885], [-0.1120, -0.8055, 0.6151], [2.0164, -4.4008, -2.5973], [2.4942, -3.3380, -3.9295], [3.7324, -3.6782, -2.6909], [-0.1997, 3.7332, 3.1033], [0.7466, 2.0840, 3.0918], [1.0065, 3.2306, 1.7914], [-2.2635, 3.5748, 0.1905], [-0.7946, 2.9182, -0.5860], [-2.4812, 2.1409, -0.6561], [-2.7295, 3.0251, 3.0007], [-3.7692, 1.7770, 2.2471], [-2.8173, 1.4355, 3.7635], [2.8079, -1.4252, -2.1320], [2.0873, -2.5743, -0.9113], [0.4919, -2.2924, -3.4682], [-0.0471, -2.9132, -1.8862]],
  "lowdin_charge": [-0.156, -0.178, -0.207, -0.206, -0.237, -0.358, -0.211, -0.207, -0.120, -0.140, 0.461, 0.665, 0.084, 0.067, 0.070, 0.037, 0.015, 0.018, -0.021, 0.077, 0.046, 0.016, 0.011, 0.075, 0.119, 0.067, 0.122, 0.089],
  "spin_multiplicity": 1,
  "orbital_gap_ev": [6.962, 7.010]
}